C5H7NO | ωB97M-V with the def2-TZVPD basis set

Element x y z (Å)
C (0.540, 0.379, -1.263)
C (0.479, 0.407, 1.668)
C (0.069, -0.526, 0.756)
N (0.630, -1.791, 0.572)
C (-0.742, 0.070, -0.355)
C (-1.127, 1.332, 0.263)
O (-0.422, 1.540, 1.297)
H (1.305, -0.403, -1.155)
H (0.211, 0.417, -2.295)
H (0.995, 1.324, -0.947)
H (-0.082, -2.513, 0.524)
H (1.254, -1.974, 1.348)
H (-1.531, -0.470, -0.895)
H (-1.887, 2.068, 0.007)

Total charge   0
Energy relative to the best compared isomer or geometry (same formula, charge and spin)   108.2 kcal/mol
Frontier orbital gap (spin up / spin down)   7.70 / 7.70 eV